12
Properties=species:S:1:pos:R:3:forces:R:3:mulliken_charge:R:1 method="wB97M-V/def2-TZVPD" total_energy_ha=-683.5648 e_homo_ev=-8.5 e_lumo_ev=-1.05 fmax_ev_per_a=0.70 smiles="N/C(C=O)=C/C=S" de_lowest_kj_mol=113.15
N -1.388 1.243 -0.007 -0.1 0.1 0.0 -0.427
C -0.456 0.264 -0.001 -0.3 -0.1 -0.1 0.817
C -1.082 -1.111 0.000 -0.3 0.5 0.0 0.113
O -2.284 -1.239 -0.006 0.4 0.0 0.0 -0.501
C 0.893 0.479 -0.004 -0.2 0.3 0.1 -0.322
C 1.893 -0.541 -0.004 0.7 -0.1 0.0 -0.545
S 3.509 -0.254 -0.004 -0.5 0.0 0.0 -0.256
H -2.369 0.981 -0.003 0.4 0.0 0.0 0.230
H -1.141 2.221 0.004 0.0 -0.3 0.0 0.185
H -0.413 -1.970 0.018 0.1 -0.2 0.0 0.324
H 1.233 1.525 0.018 0.0 -0.5 -0.1 0.254
H 1.606 -1.597 -0.010 -0.2 0.3 0.0 0.127

***

12
Properties=species:S:1:pos:R:3:forces:R:3:mulliken_charge:R:1 method="wB97M-V/def2-TZVPD" total_energy_ha=-683.2620 e_homo_ev=-8.8 e_lumo_ev=-0.83 fmax_ev_per_a=5.90 de_lowest_kj_mol=908.26
C -0.212 -1.428 0.409 -4.2 1.1 3.6 -0.153
C 0.930 -0.633 -0.341 -1.2 -5.1 -2.8 0.685
C 0.838 0.904 -0.771 0.5 0.6 5.3 -0.503
C 0.936 1.509 0.698 0.8 -0.5 -3.9 -0.359
H -3.349 -0.484 -0.598 2.3 1.6 -0.1 0.180
H -0.129 -2.472 1.032 1.0 2.9 -1.7 0.306
H 0.731 1.605 -2.192 0.6 -2.3 4.8 0.342
H 0.928 0.923 1.907 -0.1 1.6 -4.5 0.232
H 1.277 2.621 0.638 -1.0 -2.0 0.7 0.270
N -1.503 -1.062 0.520 4.2 -1.3 -1.5 -0.350
O 1.555 -1.657 -0.764 0.3 4.4 0.0 -0.532
S -2.001 0.176 -0.537 -3.3 -1.0 0.2 -0.117

***

12
Properties=species:S:1:pos:R:3:forces:R:3:mulliken_charge:R:1 method="wB97M-V/def2-TZVPD" total_energy_ha=-683.4362 e_homo_ev=-8.1 e_lumo_ev=0.65 fmax_ev_per_a=9.82 smiles="S=C1NO[C@H]2C[C@@H]12" de_lowest_kj_mol=450.97
S -2.207 -0.216 0.042 0.4 -0.2 -0.5 -0.401
C -0.548 0.059 -0.192 -5.2 -7.3 -0.4 -0.069
N -0.091 1.157 0.058 3.2 9.0 2.2 0.028
O 1.344 1.223 0.049 -0.9 0.8 -1.1 -0.321
C 1.714 -0.049 -0.421 3.1 -0.2 -1.3 -0.063
C 1.511 -0.972 0.650 2.6 -4.1 4.4 -0.430
C 0.506 -1.005 -0.411 -0.4 2.1 -0.5 -0.143
H -0.554 2.104 0.453 1.3 -3.5 -1.3 0.326
H 2.629 -0.062 -1.132 -1.9 0.2 1.2 0.314
H 1.430 -0.683 1.792 -0.3 -0.2 -2.7 0.200
H 2.066 -1.997 0.576 -0.6 2.1 0.3 0.213
H 0.529 -1.988 -0.910 -1.1 1.2 -0.3 0.346

***

12
Properties=species:S:1:pos:R:3:forces:R:3:mulliken_charge:R:1 method="wB97M-V/def2-TZVPD" total_energy_ha=-683.4070 e_homo_ev=-8.6 e_lumo_ev=-1.13 fmax_ev_per_a=6.75 de_lowest_kj_mol=527.42
C -2.081 0.828 -0.216 1.5 -3.0 1.0 -0.518
C -1.536 -0.520 -0.080 -5.4 4.1 0.1 -0.043
C -0.339 -1.214 0.140 4.9 -2.7 -2.3 -0.028
N 0.957 -0.943 0.094 -1.9 -0.1 0.1 -0.309
O 1.252 0.465 0.097 -0.7 -0.5 0.2 -0.064
C 2.546 0.766 0.103 3.1 -1.4 1.1 -0.039
S 3.924 -0.283 -0.177 -3.4 2.7 0.5 -0.205
H -1.490 1.718 0.023 0.3 -0.5 -0.5 0.240
H -3.167 1.125 -0.415 1.6 -1.3 0.3 0.249
H -2.302 -1.314 -0.016 -0.1 0.8 -0.7 0.238
H -0.407 -2.435 -0.150 0.1 3.4 1.6 0.209
H 2.643 1.806 0.597 0.0 -1.5 -1.4 0.270

***

12
Properties=species:S:1:pos:R:3:forces:R:3:mulliken_charge:R:1 method="wB97M-V/def2-TZVPD" total_energy_ha=-683.4178 e_homo_ev="-8.3 / -8.6" e_lumo_ev="-1.22 / -1.25" fmax_ev_per_a=3.94 de_lowest_kj_mol=499.16
C 0.622 -0.998 -0.835 -1.0 -2.9 -0.8 -0.203
C -0.764 -1.324 -0.667 1.0 2.0 0.5 -0.158
C 0.393 1.286 -0.282 -1.2 -0.9 1.7 0.157
C -0.560 0.764 0.808 -2.0 1.2 1.9 -0.697
N 1.039 0.211 -0.813 3.2 -1.8 -1.3 -0.345
O -0.282 1.407 -1.418 -0.5 2.4 -1.5 -0.581
S -1.754 -0.085 -0.226 -0.7 -0.9 0.8 0.014
H 1.185 -1.806 -1.379 -0.1 1.1 0.7 0.320
H -1.243 -2.064 -1.218 -0.5 -1.6 -0.7 0.391
H 1.044 2.052 0.026 0.8 1.3 0.5 0.434
H -0.389 0.031 1.659 0.8 1.0 -1.2 0.313
H -1.069 1.648 1.279 0.2 -0.8 -0.4 0.354

***

13
Properties=species:S:1:pos:R:3:forces:R:3:mulliken_charge:R:1 method="wB97M-V/def2-TZVPD" total_energy_ha=-1081.5960 e_homo_ev=-8.9 e_lumo_ev=-1.34 fmax_ev_per_a=8.05 de_lowest_kj_mol=517.90
C 2.081 1.274 -0.148 -1.1 5.0 -2.0 0.180
C 0.687 1.031 0.683 0.6 -0.1 -5.7 -0.587
C 0.101 -0.315 0.473 -2.6 -1.9 0.0 0.258
C -2.045 -1.568 -0.368 -0.3 -0.9 -1.3 -0.091
H 2.969 0.524 0.083 -1.5 1.6 -0.9 0.287
H 0.842 1.270 1.662 0.3 0.5 2.6 0.404
H 0.001 1.685 0.136 0.2 0.6 0.6 0.210
H -1.073 0.085 -1.480 -0.4 -2.3 4.3 0.339
H -2.320 -2.326 0.883 1.2 2.8 -4.2 0.285
N -1.115 -0.473 -0.387 0.9 1.0 -2.3 -0.266
O 2.087 2.377 -0.888 0.7 -6.9 4.1 -0.482
S 0.551 -1.610 1.321 0.5 -0.3 0.2 -0.251
S -2.767 -1.954 -1.971 1.5 0.8 4.4 -0.286

***

13
Properties=species:S:1:pos:R:3:forces:R:3:mulliken_charge:R:1 method="wB97M-V/def2-TZVPD" total_energy_ha=-1081.6708 e_homo_ev=-8.6 e_lumo_ev=-0.44 fmax_ev_per_a=6.46 smiles="C=CC(=S)NSC=O" de_lowest_kj_mol=321.51
C 1.285 -1.698 -0.338 -2.6 2.4 1.0 -0.379
C 1.237 -0.350 -0.601 -0.3 -1.1 -0.7 -0.522
C 0.118 0.608 -1.252 4.8 -1.4 0.9 0.524
S 0.510 1.815 -2.287 0.2 -0.3 -0.4 -0.338
N -1.046 0.540 -0.728 -6.2 -1.2 1.1 -0.314
S -1.664 -0.492 0.616 1.0 0.5 -2.1 -0.052
C -1.092 0.565 1.843 0.3 5.7 -0.3 0.219
O -0.778 1.769 1.503 -0.7 -5.3 2.5 -0.455
H 2.183 -2.184 0.164 -1.5 0.6 -0.9 0.283
H 0.181 -2.020 -0.227 2.3 -1.0 -0.6 0.141
H 2.112 0.197 -0.393 1.0 0.9 -0.3 0.321
H -1.818 1.067 -1.213 1.3 -0.5 0.9 0.273
H -1.229 0.183 2.911 0.5 0.6 -1.2 0.298

***

13
Properties=species:S:1:pos:R:3:forces:R:3:mulliken_charge:R:1 method="wB97M-V/def2-TZVPD" total_energy_ha=-1081.7077 e_homo_ev=-8.5 e_lumo_ev=-0.47 fmax_ev_per_a=7.38 smiles="N/C=C(/C=S)SC=O" de_lowest_kj_mol=224.75
N -0.970 -1.195 1.823 0.8 3.1 4.2 -0.409
C 0.009 -0.281 1.450 -2.3 -0.7 -0.3 -0.016
C 0.430 -0.167 0.165 -0.1 -1.0 -1.3 0.136
C 1.325 0.844 -0.305 -1.0 1.1 -0.7 -0.203
S 2.117 1.837 0.667 1.1 0.7 0.8 -0.309
S -0.255 -1.306 -1.061 -0.6 0.4 0.6 -0.136
C -1.944 -0.702 -1.340 0.2 4.4 0.1 0.157
O -2.262 0.553 -1.140 0.8 -7.3 -1.1 -0.479
H -1.379 -1.764 1.153 -0.8 -1.1 -1.2 0.173
H -1.527 -0.986 2.741 1.6 -0.7 -2.7 0.254
H 0.266 0.517 2.143 0.2 -0.5 0.1 0.304
H 1.284 1.188 -1.364 0.0 -1.1 0.5 0.271
H -2.461 -1.667 -1.835 0.0 2.6 0.9 0.257

***

13
Properties=species:S:1:pos:R:3:forces:R:3:mulliken_charge:R:1 method="wB97M-V/def2-TZVPD" total_energy_ha=-1081.6874 e_homo_ev=-8.9 e_lumo_ev=-0.64 fmax_ev_per_a=5.42 de_lowest_kj_mol=277.99
O -2.715 1.868 0.173 2.3 -1.0 -0.7 -0.481
C -1.705 1.169 0.061 -1.7 -0.3 -0.2 0.069
C -1.240 0.361 1.250 1.4 0.1 1.1 -0.029
C -0.083 -0.333 1.289 -0.3 1.5 -3.7 -0.651
C 0.689 -0.822 0.033 0.3 0.3 0.1 0.486
S 1.018 -2.367 0.092 0.2 -2.8 -0.1 -0.350
N 1.176 -0.047 -0.992 -1.8 3.9 3.4 -0.389
S 1.624 -0.287 -2.604 0.4 -0.9 1.0 -0.068
H -1.117 1.014 -0.981 -1.2 0.5 2.2 0.223
H -1.672 0.421 2.292 -0.3 0.5 -1.7 0.291
H 0.348 -0.660 2.177 0.4 -0.8 1.4 0.403
H 1.136 0.921 -0.536 0.6 -1.2 -2.1 0.348
H 2.541 -1.238 -2.254 -0.2 0.3 -0.5 0.146

***

11
Properties=species:S:1:pos:R:3:forces:R:3:mulliken_charge:R:1 method="wB97M-V/def2-TZVPD" total_energy_ha=-608.2646 e_homo_ev=-8.9 e_lumo_ev=0.61 fmax_ev_per_a=4.94 smiles="C=CCN=C=S" de_lowest_kj_mol=225.91
C -0.023 1.356 1.419 0.3 -1.7 0.2 -0.663
C -0.329 0.751 0.218 -0.7 1.6 3.6 -0.106
C -0.791 -0.650 -0.060 3.1 -2.5 2.9 -0.306
N -0.054 -1.112 -1.183 2.8 0.6 -2.9 -0.288
C 1.017 -1.071 -1.793 -4.0 -1.5 2.3 0.440
S 2.250 -1.611 -2.588 0.8 0.5 -0.5 -0.344
H -0.005 0.853 2.499 -0.1 0.9 -2.7 0.220
H 0.384 2.390 1.398 -0.6 -0.8 0.0 0.244
H -0.376 1.450 -0.582 0.2 0.2 -1.0 0.332
H -1.853 -0.923 -0.172 0.5 0.5 0.2 0.234
H -0.219 -1.433 0.845 -2.3 2.4 -2.0 0.238

***

11
Properties=species:S:1:pos:R:3:forces:R:3:mulliken_charge:R:1 method="wB97M-V/def2-TZVPD" total_energy_ha=-608.0975 e_homo_ev=-8.4 e_lumo_ev=-0.10 fmax_ev_per_a=10.22 de_lowest_kj_mol=664.70
C -2.235 -0.140 0.087 -1.4 -3.3 -0.7 -0.724
C 1.406 1.331 -0.138 -0.1 1.4 2.4 -0.062
C 2.302 0.162 0.137 0.8 -9.9 -2.4 -0.208
C 2.459 -1.236 -0.005 -1.4 8.6 0.2 -0.208
H -2.592 0.413 1.046 0.7 -0.7 -2.1 0.291
H -2.736 0.080 -1.025 0.8 -0.4 3.5 0.246
H -2.400 -1.517 0.402 0.0 4.4 -1.2 0.209
H 1.551 2.492 0.025 1.1 -2.7 -0.5 0.294
H 2.582 -2.395 -0.273 0.0 3.4 1.1 0.322
N 0.129 1.140 -0.071 0.5 1.2 -1.0 -0.238
S -0.466 -0.331 -0.186 -0.9 -2.0 0.7 0.080

***

11
Properties=species:S:1:pos:R:3:forces:R:3:mulliken_charge:R:1 method="wB97M-V/def2-TZVPD" total_energy_ha=-608.2502 e_homo_ev=-8.5 e_lumo_ev=0.54 fmax_ev_per_a=2.05 de_lowest_kj_mol=263.71
C 2.542 1.902 -0.650 -1.6 -1.2 -0.5 0.151
C 1.727 1.072 -0.989 1.4 1.1 0.6 -0.425
C 0.812 0.047 -1.312 -0.2 -0.6 -1.8 -0.277
N -0.091 -0.419 -0.572 -1.0 -0.8 0.1 -0.246
S -0.476 0.020 0.960 -0.3 0.2 0.2 0.030
C -1.884 -1.091 1.214 0.4 -0.5 0.7 -0.799
H 3.102 2.702 -0.285 0.7 0.6 0.2 0.434
H 0.785 -0.398 -2.342 0.5 0.6 0.9 0.290
H -2.726 -0.981 0.525 0.6 -0.1 -0.4 0.287
H -1.484 -2.150 1.297 -0.9 1.3 0.0 0.252
H -2.307 -0.703 2.153 0.3 -0.6 0.1 0.303

***

11
Properties=species:S:1:pos:R:3:forces:R:3:mulliken_charge:R:1 method="wB97M-V/def2-TZVPD" total_energy_ha=-608.1945 e_homo_ev=-9.1 e_lumo_ev=0.52 fmax_ev_per_a=1.42 de_lowest_kj_mol=410.09
C 1.434 -2.327 0.268 0.2 -0.6 0.6 0.038
C -1.404 -0.608 -0.131 -0.3 0.2 0.3 -0.323
C -0.272 0.305 -0.113 -0.9 -1.0 -0.3 0.435
C 0.234 1.623 0.241 0.5 0.4 0.0 -0.905
N -0.008 -0.815 -0.619 0.3 1.1 -0.5 -0.381
S 2.737 -2.388 -0.535 0.3 0.0 -0.2 -0.113
H -1.692 -1.129 0.774 0.0 -0.1 0.1 0.208
H -2.170 -0.522 -0.891 -0.1 0.0 -0.1 0.222
H 0.804 2.037 -0.591 0.0 0.1 0.0 0.280
H -0.576 2.300 0.507 0.1 -0.1 0.0 0.271
H 0.912 1.524 1.090 0.0 0.1 0.1 0.268

***

11
Properties=species:S:1:pos:R:3:forces:R:3:mulliken_charge:R:1 method="wB97M-V/def2-TZVPD" total_energy_ha=-608.1073 e_homo_ev=-8.6 e_lumo_ev=-0.22 fmax_ev_per_a=2.95 de_lowest_kj_mol=638.93
C -0.420 -0.131 1.251 -0.4 -1.6 -1.0 -0.589
C -0.332 -1.675 -1.066 1.2 1.4 2.3 -0.203
C -0.037 -1.371 0.497 -1.8 -1.9 1.0 -0.242
C -0.209 1.009 0.405 0.9 0.4 -0.4 -0.317
N 0.601 0.918 -0.825 0.5 1.7 0.1 -0.431
S 0.209 -0.395 -1.866 -0.7 0.8 -1.1 0.064
H 1.032 -1.065 0.611 0.2 -0.8 0.0 0.315
H -0.356 -2.306 1.108 1.1 1.6 -1.1 0.277
H -1.187 1.286 0.102 -1.8 0.3 0.1 0.403
H 0.104 1.824 1.041 0.5 0.6 -0.1 0.423
H 0.595 1.905 -1.257 0.2 -2.5 0.2 0.301

***

11
Properties=species:S:1:pos:R:3:forces:R:3:mulliken_charge:R:1 method="wB97M-V/def2-TZVPD" total_energy_ha=-608.2611 e_homo_ev="-8.1 / -8.1" e_lumo_ev="-0.23 / -0.23" fmax_ev_per_a=11.61 smiles="C=C(C)N=C=S" de_lowest_kj_mol=235.11
C 1.179 0.327 -0.945 0.6 0.2 1.3 -0.899
C 0.742 0.176 0.306 0.9 0.9 -2.2 0.827
C -0.415 -0.452 0.900 -1.0 -1.6 -0.9 -1.117
N 1.502 0.934 1.099 1.1 1.8 11.4 -0.469
C 1.461 0.957 2.497 1.0 0.1 -8.4 0.400
S 1.912 1.187 3.957 -0.4 -0.1 0.2 -0.293
H 2.072 0.962 -1.060 -0.7 -0.6 -0.5 0.296
H 0.771 -0.319 -1.622 -0.8 -1.1 -2.4 0.346
H -0.009 -1.100 1.710 -1.0 0.5 -0.1 0.311
H -1.028 0.414 1.155 -0.3 -0.5 0.9 0.293
H -0.989 -1.054 0.145 0.5 0.4 0.8 0.305

***

10
Properties=species:S:1:pos:R:3:forces:R:3:mulliken_charge:R:1 method="wB97M-V/def2-TZVPD" total_energy_ha=-230.3145 e_homo_ev=-16.8 e_lumo_ev=-6.31 fmax_ev_per_a=4.17 charge=+1 de_lowest_kj_mol=10.04
C -0.148 0.223 -1.154 0.5 -1.8 3.1 -0.322
C 0.905 0.325 -0.298 0.0 1.7 -0.1 -0.020
C -1.188 -0.399 -0.408 -3.0 0.3 -1.2 -0.006
C 0.409 -0.090 1.010 2.4 0.5 3.4 -0.335
O -0.935 -0.467 0.851 0.0 -1.5 -0.9 -0.162
H -0.022 0.380 -2.138 -0.4 0.6 -3.4 0.488
H 1.848 0.884 -0.576 -1.0 -1.2 0.7 0.351
H -2.284 -0.728 -0.738 2.7 0.8 0.7 0.366
H 1.076 -0.815 1.637 -1.5 0.4 -1.5 0.330
H 0.339 0.685 1.815 0.4 0.2 -0.9 0.310

***

14
Properties=species:S:1:pos:R:3:forces:R:3:mulliken_charge:R:1 method="wB97M-V/def2-TZVPD" total_energy_ha=-1177.4310 e_homo_ev="-5.6 / -3.7" e_lumo_ev="3.25 / 1.05" fmax_ev_per_a=3.63 charge=-1 de_lowest_kj_mol=171.38
C -0.471 0.508 0.202 0.3 0.1 0.6 0.011
C 1.865 1.717 0.559 1.2 0.1 0.6 -0.594
C 0.660 1.127 0.515 -1.8 -0.6 -0.8 0.235
C -0.665 -0.260 -1.039 -0.4 -1.6 -3.2 -0.952
O 2.380 -1.789 -1.295 0.0 0.5 0.1 -0.580
O 2.045 -2.095 1.088 -0.6 -0.1 0.9 -0.545
O 4.028 -0.911 0.315 0.8 0.6 0.1 -0.567
S 2.346 3.266 -0.018 -0.7 -0.8 0.2 -0.268
S 2.644 -1.260 0.059 -0.4 -1.2 -1.2 0.823
H -1.444 0.316 0.656 0.6 1.1 1.6 0.263
H 2.686 1.129 1.030 -0.7 0.4 -0.3 0.329
H -1.777 -0.112 -1.488 2.6 0.1 0.9 0.318
H 0.132 0.077 -1.777 -1.2 -0.9 0.5 0.270
H -0.612 -1.423 -0.906 0.3 2.1 0.0 0.257

***

15
Properties=species:S:1:pos:R:3:forces:R:3:mulliken_charge:R:1 method="wB97M-V/def2-TZVPD" total_energy_ha=-649.9384 spin_multiplicity=4 s_squared=3.759 e_homo_ev="-17.0 / -21.0" e_lumo_ev="-9.90 / -13.08" fmax_ev_per_a=13.76 charge=+2
O -0.080 0.333 -0.603 0.1 -0.3 0.3 -0.302
C 0.765 -0.542 0.000 -4.9 -3.2 -0.9 0.754
O 1.811 -0.198 0.530 -0.3 -10.7 0.3 -0.382
O 0.330 -1.735 0.050 2.0 1.7 0.3 -0.215
Pt 2.319 1.414 0.603 10.3 8.6 2.8 1.268
C -1.106 -2.088 -0.127 -1.4 -0.4 -0.4 -0.036
C -1.985 -1.304 0.761 0.2 0.2 0.1 -0.923
H -1.340 -1.966 -1.189 0.1 -0.1 0.2 0.315
H -1.093 -3.155 0.129 0.1 0.2 -0.1 0.322
H -1.753 -1.238 1.824 -0.2 -0.1 -0.2 0.384
H -2.904 -0.868 0.374 0.2 -0.2 0.1 0.398
O 0.776 2.285 0.182 -5.5 3.8 -0.6 -0.444
C -0.133 1.666 -0.348 -0.7 0.6 -3.0 0.739
O -1.075 2.259 -0.986 0.5 0.1 0.9 -0.283
H -1.542 1.700 -1.628 -0.4 -0.2 0.0 0.404

***

16
Properties=species:S:1:pos:R:3:forces:R:3:mulliken_charge:R:1 method="wB97M-V/def2-TZVPD" total_energy_ha=-630.7138 spin_multiplicity=2 s_squared=0.755 e_homo_ev="-13.8 / -13.8" e_lumo_ev="-4.03 / -6.74" fmax_ev_per_a=2.33 charge=+1 de_lowest_kj_mol=0.00
O 2.938 -0.625 0.295 0.1 0.2 -0.1 -0.479
C 2.292 -1.667 0.281 1.7 -1.4 -0.6 0.713
O 1.068 -1.581 0.631 -0.4 -0.2 -0.1 -0.227
Rb 4.722 1.737 0.055 -0.2 -0.2 0.0 1.020
O 2.760 -2.893 -0.058 -1.5 1.1 0.3 -0.333
O 6.115 -3.107 1.165 0.0 -0.2 -0.8 -0.287
C 6.824 -2.949 2.273 -0.6 1.5 1.3 0.655
O 6.372 -2.919 3.391 0.2 -0.5 -0.4 -0.517
O 8.057 -2.596 1.936 0.5 -0.3 -0.4 -0.426
C 4.697 -3.024 1.286 0.3 -0.5 0.4 -0.422
C 4.183 -3.089 -0.136 0.2 0.7 0.1 -0.293
H 8.570 -2.424 2.737 -0.1 -0.2 0.1 0.365
H 4.412 -2.085 1.777 0.1 -0.2 -0.1 0.324
H 4.318 -3.863 1.883 0.0 0.2 -0.1 0.310
H 4.393 -4.065 -0.591 -0.5 0.3 0.1 0.328
H 4.619 -2.296 -0.756 0.0 -0.3 0.1 0.268

***

16
Properties=species:S:1:pos:R:3:forces:R:3:mulliken_charge:R:1 method="wB97M-V/def2-TZVPD" total_energy_ha=-779.3519 e_homo_ev=-9.7 e_lumo_ev=-0.23 fmax_ev_per_a=4.55 de_lowest_kj_mol=133.46
H 1.251 -0.143 0.216 -1.0 -2.5 -1.1 0.487
O -1.006 -0.917 1.843 2.3 -1.3 -0.9 -0.494
C -0.655 -1.848 1.168 -4.0 -2.1 0.4 0.868
O -1.019 -2.922 0.823 2.4 1.5 -0.4 -0.377
O 1.093 -1.256 -0.156 0.2 2.4 1.4 -0.685
C 0.916 -1.166 -1.564 -0.3 -0.1 0.1 -0.254
O 0.207 1.187 -1.784 -0.1 0.3 -0.2 -0.346
C 0.045 1.642 -0.533 -0.2 -0.8 -0.6 0.911
C 1.217 0.218 -2.110 0.3 0.0 0.2 -0.609
O 0.779 1.150 0.410 1.0 0.2 -0.4 -0.729
O -0.907 2.395 -0.311 0.4 0.2 -0.7 -0.671
Tl -1.076 1.369 1.845 -1.1 2.1 2.0 0.632
H -0.125 -1.426 -1.817 0.2 0.0 -0.1 0.232
H 1.593 -1.885 -2.047 -0.2 0.1 0.0 0.345
H 2.192 0.570 -1.743 -0.2 -0.1 -0.1 0.352
H 1.229 0.187 -3.205 0.0 0.1 0.3 0.336